{
  "formula": "C4H8N2O",
  "method": "wB97M-V/def2-TZVPD",
  "elements": ["O", "H", "H", "N", "H", "C", "N", "C", "H", "C", "C", "H", "H", "H", "H"],
  "xyz": [[-5.2928, -0.1734, -0.2474], [-2.6571, 0.0269, 0.5007], [1.3501, -0.8966, 1.0547], [-2.3876, -0.9222, 0.8591], [0.2052, 1.7804, -0.6046], [-0.6553, 1.1464, -0.4445], [-1.0825, -1.0839, 0.5612], [1.1974, -0.6822, 0.0240], [1.7286, 0.1293, -0.3751], [-4.6979, 0.7062, -0.6403], [-0.2228, -0.1950, -0.0217], [-0.7973, -1.8615, 0.9850], [-1.2439, 1.2105, -1.4292], [1.2719, -1.5835, -0.4426], [-1.3707, 1.7354, 0.3443]],
  "largest_force_ha_per_bohr": 0.159,
  "total_charge": 0,
  "spin_multiplicity": 1,
  "e_homo_ev": [-7.172, -7.173],
  "gap_ev": [8.01, 8.01],
  "total_energy_ha": -341.83875
}